This record from the Open Molecules 2025 dataset describes a cluster of 9 separate species, C71H155N9O9 in total. The level of theory is ωB97M-V/def2-TZVPD.

Structure (XYZ):
```
244
Properties=species:S:1:pos:R:3:lowdin_charge:R:1
C -0.7342 -6.3888 -0.6720 -0.0357
C 0.5454 -5.8283 -0.0746 -0.4509
C 1.7106 -5.9253 -1.0540 -0.0340
C 0.2502 -4.2596 0.1154 -0.1176
C -0.5746 -3.9899 1.3527 -0.1579
C -0.1166 -4.7696 2.6671 -0.0967
C 0.1487 -6.2745 2.4514 -0.5068
C 0.9070 -6.7062 3.6389 -0.0673
C -1.1976 -7.0710 2.3702 -0.0108
N 0.9525 -6.4674 1.2131 -0.1074
O 1.4583 -7.7603 1.0813 -0.0099
H -0.7920 -6.1722 -1.7387 0.0812
H -0.8377 -7.4733 -0.6372 0.0878
H -1.6185 -6.0566 -0.1282 0.0516
H 2.5461 -5.2830 -0.7753 0.0601
H 2.0232 -6.9563 -1.2193 0.0833
H 1.4850 -5.6634 -2.0877 0.0722
H 1.2063 -3.7601 0.2712 0.0930
H -0.2403 -3.7880 -0.7362 0.1034
H -0.6276 -2.9040 1.4306 0.0783
H -1.6157 -4.2825 1.2165 0.0766
H -0.6841 -4.6631 3.5916 0.1125
H 0.7789 -4.2570 3.0184 0.0983
H 1.1353 -7.7716 3.6083 0.0861
H 0.3793 -6.6260 4.5892 0.0926
H 1.8717 -6.2297 3.8129 0.0849
H -1.0243 -8.1011 2.0587 0.0858
H -1.9627 -6.5750 1.7730 0.0625
H -1.5855 -7.1721 3.3838 0.0774
H 2.3692 -7.6508 1.3641 0.1057
C 5.4724 4.1864 7.1745 -0.0214
C 4.2241 3.2783 6.6801 -0.3764
C 2.9630 4.0570 6.1645 -0.0230
C 4.8317 2.3809 5.5567 -0.1553
C 3.9206 1.2591 5.0739 -0.1878
C 3.7064 0.3818 6.3263 -0.1330
C 3.1321 1.0891 7.6435 -0.4668
C 1.6113 1.2895 7.4527 -0.0367
C 3.3765 0.0280 8.7652 -0.0432
N 3.8233 2.3615 7.8665 -0.1394
O 3.4526 3.1419 8.9292 -0.0163
H 5.1947 4.9116 7.9395 0.0669
H 6.2687 3.5581 7.5736 0.0739
H 5.8668 4.6954 6.2951 0.0716
H 2.3552 4.5032 6.9516 0.0875
H 3.3019 4.8859 5.5432 0.0620
H 2.2810 3.4905 5.5304 0.0532
H 4.8951 2.9372 4.6216 0.1143
H 5.8060 1.9114 5.6932 0.1219
H 2.9335 1.6238 4.7895 0.0898
H 4.3703 0.5991 4.3321 0.1126
H 4.5754 -0.1931 6.6463 0.1077
H 3.0166 -0.4116 6.0388 0.1024
H 1.4415 1.9389 6.5938 0.0404
H 1.2641 1.9149 8.2752 0.0857
H 1.0012 0.4006 7.2925 0.0765
H 4.4129 -0.1014 9.0769 0.0805
H 2.9275 -0.9384 8.5357 0.0795
H 2.7866 0.2941 9.6423 0.0717
H 4.0675 2.9301 9.6353 0.1072
C -2.4449 0.4233 6.9894 -0.0457
C -2.2018 0.5683 5.5023 -0.4779
C -1.1840 1.6719 5.1194 -0.0104
C -1.7409 -0.8099 5.1050 -0.1356
C -1.9500 -1.2413 3.6498 -0.1695
C -3.3961 -1.1014 3.3089 -0.1318
C -4.0005 0.3271 3.5998 -0.4704
C -3.5700 1.2912 2.4740 -0.0275
C -5.5008 0.2111 3.5956 -0.0449
N -3.5296 0.8540 4.9134 -0.1306
O -4.0072 2.1213 5.1225 -0.0044
H -3.2419 -0.2773 7.2384 0.0867
H -1.5561 0.0972 7.5296 0.0806
H -2.8637 1.3186 7.4488 0.0809
H -0.1417 1.3556 5.1600 0.0515
H -1.2994 2.1179 4.1315 0.0666
H -1.2781 2.5274 5.7882 0.0832
H -0.6574 -0.9287 5.0998 0.1076
H -2.0608 -1.6204 5.7599 0.1234
H -1.3439 -0.6669 2.9492 0.0917
H -1.6760 -2.2841 3.4896 0.1023
H -4.0955 -1.8282 3.7222 0.1153
H -3.5119 -1.3388 2.2514 0.0986
H -4.0838 2.2403 2.6266 0.0841
H -4.0064 0.9748 1.5267 0.0678
H -2.5044 1.2596 2.2468 0.0620
H -5.8716 -0.0400 2.6018 0.0772
H -6.0648 1.1168 3.8189 0.0809
H -5.8524 -0.5559 4.2856 0.0901
H -4.8851 1.9708 5.4806 0.1019
C -0.0021 -1.5740 -4.5485 -0.0305
C 1.1545 -2.5339 -4.9452 -0.4769
C 1.9619 -2.7575 -3.6357 -0.0294
C 0.5681 -3.8591 -5.3435 -0.1594
C -0.0287 -4.0066 -6.7633 -0.1469
C 1.0967 -3.5832 -7.7379 -0.1519
C 1.5965 -2.1711 -7.4987 -0.4648
C 2.7792 -1.9889 -8.4890 -0.0398
C 0.4866 -1.1186 -7.8699 -0.0200
N 2.0512 -2.0925 -6.0523 -0.0789
O 2.7024 -0.8769 -5.8258 -0.0278
H -0.8259 -1.4203 -5.2456 0.0656
H -0.4038 -1.7944 -3.5595 0.0546
H 0.3592 -0.5524 -4.4311 0.0644
H 1.3899 -3.2232 -2.8332 0.0709
H 2.7300 -3.5160 -3.7866 0.0773
H 2.5220 -1.8574 -3.3825 0.0676
H 1.3473 -4.5964 -5.1502 0.1126
H -0.1373 -4.1239 -4.5559 0.1075
H -0.4584 -4.9861 -6.9734 0.1101
H -0.8584 -3.2998 -6.7698 0.0869
H 0.7014 -3.6352 -8.7524 0.1211
H 1.8703 -4.3351 -7.5820 0.1204
H 3.5732 -2.7288 -8.3886 0.0867
H 3.1590 -0.9787 -8.3358 0.0719
H 2.4421 -1.9089 -9.5225 0.0827
H 0.3832 -0.8798 -8.9284 0.0801
H 0.6823 -0.1703 -7.3693 0.0579
H -0.5105 -1.4640 -7.5966 0.0636
H 3.5938 -0.9542 -6.1737 0.0941
C 1.5319 6.7056 3.8950 -0.0266
C 0.2295 6.2583 3.1715 -0.4614
C -0.4838 5.1055 3.9263 -0.0154
C -0.7074 7.4744 3.0613 -0.1570
C -1.8259 7.4292 2.0734 -0.1856
C -1.2909 7.0981 0.6814 -0.1369
C -0.3688 5.8330 0.6258 -0.4144
C -1.2655 4.5453 0.6865 -0.0286
C 0.4820 5.9417 -0.7459 -0.0232
N 0.5799 5.8616 1.7880 -0.1521
O 1.5787 4.9100 1.7274 -0.0119
H 1.4428 7.0510 4.9250 0.0887
H 2.2478 5.8892 3.9901 0.0470
H 2.0281 7.4226 3.2410 0.0845
H 0.0526 4.2882 4.4084 0.0595
H -1.0490 5.5229 4.7595 0.0832
H -1.2100 4.5715 3.3135 0.0587
H -1.1278 7.5740 4.0621 0.1163
H -0.1664 8.3999 2.8643 0.1210
H -2.4888 6.6172 2.3722 0.1042
H -2.4308 8.3354 2.0419 0.1166
H -0.8383 7.9831 0.2342 0.1137
H -2.0963 6.8248 -0.0003 0.1141
H -2.1167 4.6381 1.3609 0.0669
H -0.6560 3.6930 0.9867 0.0652
H -1.5595 4.2876 -0.3310 0.0715
H 1.1511 6.8011 -0.7034 0.0774
H -0.2077 6.0339 -1.5848 0.0672
H 1.0965 5.0914 -1.0419 0.0615
H 2.1964 5.3578 1.1447 0.0969
C -0.0666 6.5359 -5.7884 -0.0435
C 0.2170 5.6657 -7.0429 -0.4808
C 0.1519 6.5569 -8.2655 -0.0453
C 1.6895 5.1286 -6.9651 -0.1463
C 1.9413 4.0547 -5.9026 -0.1863
C 0.9613 2.9071 -6.1253 -0.1434
C -0.5429 3.3215 -6.1271 -0.4260
C -1.3338 2.0149 -6.5899 -0.0265
C -0.9436 3.5891 -4.5897 -0.0243
N -0.7837 4.4882 -7.0011 -0.0543
O -2.2085 4.9279 -6.9982 -0.0357
H 0.2910 6.2351 -4.8037 0.0643
H 0.2979 7.5419 -5.9964 0.0756
H -1.1445 6.6840 -5.7234 0.0766
H 0.2237 5.8536 -9.0951 0.0870
H -0.8133 7.0630 -8.2849 0.0843
H 1.0186 7.2107 -8.1685 0.0886
H 1.9733 4.7086 -7.9300 0.1168
H 2.2948 5.9978 -6.7075 0.1166
H 2.9415 3.7031 -6.1559 0.1077
H 2.0401 4.5524 -4.9379 0.1070
H 1.2484 2.2508 -5.3037 0.1115
H 1.2167 2.3227 -7.0092 0.1115
H -1.0939 1.5984 -7.5683 0.0686
H -2.4089 2.1757 -6.6693 0.0731
H -1.1076 1.2201 -5.8791 0.0613
H -1.1317 2.6413 -4.0853 0.0536
H -1.9727 3.9388 -4.6725 0.0682
H -0.5102 4.3118 -3.8983 0.0597
H -2.4461 4.9607 -7.9278 0.0870
C -6.0987 -2.5037 0.4898 -0.0277
C -5.3556 -3.3177 -0.6442 -0.4336
C -4.4265 -4.3862 -0.0102 -0.0197
C -6.4912 -4.0751 -1.3634 -0.1453
C -5.9774 -4.5976 -2.7138 -0.1811
C -5.4436 -3.4448 -3.6249 -0.1279
C -4.2607 -2.7652 -2.9434 -0.4852
C -2.9949 -3.6131 -3.1329 -0.0362
C -3.9717 -1.4301 -3.7004 -0.0355
N -4.6276 -2.3564 -1.5640 -0.1258
O -3.6627 -1.6654 -0.9135 -0.0164
H -6.5029 -1.5718 0.0945 0.0813
H -6.9374 -3.0805 0.8795 0.0798
H -5.4856 -2.2705 1.3603 0.0472
H -3.7746 -4.0109 0.7786 0.0613
H -4.9405 -5.2912 0.3136 0.0868
H -3.7222 -4.7145 -0.7746 0.0568
H -6.7016 -5.0595 -0.9452 0.1154
H -7.3553 -3.4647 -1.6257 0.1234
H -5.2073 -5.3678 -2.6722 0.1009
H -6.8451 -5.0771 -3.1670 0.1051
H -6.2412 -2.7288 -3.8233 0.1164
H -5.2255 -3.7920 -4.6349 0.1184
H -2.1055 -3.3809 -2.5472 0.0698
H -2.7219 -3.6243 -4.1880 0.0813
H -3.1960 -4.6430 -2.8379 0.0599
H -2.9644 -1.0576 -3.5140 0.0621
H -4.6692 -0.6354 -3.4357 0.0838
H -3.9513 -1.5973 -4.7773 0.0805
H -4.0739 -0.8167 -0.7340 0.1028
C 3.7183 -3.9217 2.0486 -0.0637
O 4.8427 -3.3565 1.2949 -0.2115
C 4.5197 -3.0166 -0.0904 -0.1747
C 5.6534 -2.1187 -0.6405 -0.4079
C 5.3891 -1.5968 -2.0604 -0.0688
N 6.9642 -2.8331 -0.5992 0.0334
H 4.0524 -4.6324 2.8045 0.0849
H 2.9862 -4.4140 1.4085 0.0487
H 3.2280 -3.0409 2.4632 0.0685
H 4.4199 -3.9326 -0.6728 0.1137
H 3.5843 -2.4570 -0.0991 0.1138
H 5.8217 -1.2388 -0.0196 0.1309
H 4.5050 -0.9605 -2.0995 0.0650
H 5.0438 -2.4013 -2.7098 0.0612
H 6.2623 -1.1477 -2.5337 0.0793
H 7.0147 -3.2510 0.3189 0.0560
H 6.9914 -3.5209 -1.3382 0.0620
C 1.5236 -0.3794 2.7230 -0.0945
O 1.0739 -0.7554 1.4078 -0.1854
C 0.5501 0.4426 0.7640 -0.1862
C 0.3658 0.1339 -0.7111 -0.4009
C -0.0249 1.3819 -1.5615 -0.0496
N -0.7088 -0.8152 -0.9339 0.0708
H 2.3487 0.3166 2.5717 0.0801
H 1.9167 -1.2516 3.2454 0.0793
H 0.7852 0.1295 3.3425 0.0636
H -0.4282 0.6977 1.1714 0.1059
H 1.0988 1.3834 0.8071 0.1215
H 1.2707 -0.2882 -1.1482 0.1333
H 0.5350 2.2983 -1.3745 0.0656
H -1.0877 1.6220 -1.5918 0.0751
H 0.2927 1.2185 -2.5913 0.0521
H -0.5691 -1.6101 -0.3267 0.0395
H -1.5766 -0.3955 -0.6324 0.0547
```

Summary:
Structure (SMILES) ... CC1(C)CCCC(C)(C)N1O.CC1(C)CCCC(C)(C)N1O.CC1(C)CCCC(C)(C)N1O.CC1(C)CCCC(C)(C)N1O.CC1(C)CCCC(C)(C)N1O.CC1(C)CCCC(C)(C)N1O.CC1(C)CCCC(C)(C)N1O.COC[C@H](C)N.COC[C@H](C)N
HOMO-LUMO gap ... 0.30694 Ha
ΔE to the lowest compared entry with this formula, charge and spin ... 94.3 kcal per mole
Maximum force ... 4.22 eV/A
Lowest unoccupied orbital energy ... 0.5 eV